# 1
Density functional theory data (ωB97M-V/def2-TZVPD) for a molecular structure, C49H29Cl4LuN5S at a distorted geometry.

```
89
Properties=species:S:1:pos:R:3:forces:R:3:lowdin_charge:R:1
Lu -0.42305 0.00626 -0.12431 -0.22 1.41 -1.03 1.520
Cl -3.89303 5.45308 6.73995 0.01 -0.03 -0.02 0.687
C -3.24633 4.35552 5.56383 -0.03 0.07 0.06 -0.664
C -2.73269 4.85615 4.37832 0.00 -0.08 0.00 -0.089
C -2.21393 3.97308 3.44451 0.00 0.03 0.02 -0.025
C -2.20739 2.60285 3.68467 0.02 0.03 -0.05 -0.225
C -2.73110 2.12444 4.88067 -0.02 -0.01 0.05 -0.023
C -3.25018 2.99483 5.82598 0.02 0.05 -0.06 -0.085
C -1.64160 1.66409 2.67145 -0.01 -0.03 0.01 -0.053
C -2.56601 0.83869 1.99571 -0.01 -0.07 0.03 -0.223
C -3.98961 0.82204 2.20040 -0.03 0.01 -0.02 0.025
C -4.50958 -0.12863 1.37991 0.03 0.03 0.04 0.024
C -3.41836 -0.70849 0.64514 0.01 0.04 0.02 -0.221
C -3.52593 -1.71558 -0.33458 -0.04 -0.05 -0.04 -0.048
C -4.87519 -2.31913 -0.52820 0.06 0.01 -0.09 -0.219
C -5.54119 -2.16637 -1.74160 -0.05 0.00 0.01 -0.026
C -6.79236 -2.72718 -1.94159 0.06 -0.01 0.08 -0.087
C -7.37296 -3.45583 -0.91566 -0.11 -0.06 -0.04 -0.662
Cl -8.93224 -4.17467 -1.16088 0.05 0.03 0.02 0.687
C -6.72884 -3.62440 0.29922 0.02 0.02 -0.04 -0.086
C -5.48149 -3.05121 0.48711 -0.03 -0.01 0.05 -0.024
C -2.49249 -2.21132 -1.14877 0.08 0.01 -0.05 -0.216
N -1.20855 -1.73127 -1.18244 -0.01 -0.34 0.25 -0.055
C -0.48419 -2.49000 -2.05330 0.09 -0.16 0.00 -0.223
C 0.91071 -2.41140 -2.26040 -0.13 -0.06 -0.01 -0.062
C 1.46934 -3.30384 -3.32288 0.02 0.00 0.02 -0.237
C 1.92194 -4.57701 -2.99304 0.05 -0.03 0.00 -0.023
C 2.43708 -5.42176 -3.96375 -0.02 0.08 -0.03 -0.086
C 2.49844 -4.97911 -5.27601 0.04 -0.08 -0.05 -0.665
Cl 3.13898 -6.02764 -6.49961 -0.01 0.03 0.03 0.686
C 2.05554 -3.71482 -5.62711 -0.01 0.01 0.02 -0.090
C 1.53924 -2.88226 -4.64577 -0.02 -0.01 0.03 -0.018
C 1.83814 -1.67053 -1.51359 0.11 -0.08 0.14 -0.239
C 3.27236 -1.72402 -1.66568 -0.08 0.07 -0.03 0.023
C 3.81574 -0.93729 -0.70205 -0.05 0.05 0.05 0.015
C 2.73115 -0.37156 0.06619 0.00 -0.02 -0.14 -0.243
N 1.55349 -0.83862 -0.45781 0.09 -0.27 0.19 -0.065
C 2.85490 0.55970 1.11142 -0.03 0.01 -0.04 -0.063
C 1.80027 1.16077 1.82721 0.08 0.01 0.01 -0.225
C 1.93703 2.13384 2.88259 -0.01 -0.04 0.01 0.023
C 0.68682 2.45488 3.30114 -0.03 -0.01 0.01 0.026
C -0.24457 1.67968 2.51804 0.06 -0.08 0.08 -0.226
N 0.47441 0.91090 1.64119 0.01 -0.16 0.27 -0.056
C 4.24216 0.96269 1.48357 0.01 -0.08 0.04 -0.220
C 5.08401 0.05978 2.12636 0.05 0.02 -0.01 -0.019
C 6.38139 0.41230 2.46423 -0.05 0.04 -0.04 -0.083
C 6.83662 1.68376 2.15504 0.09 0.03 0.03 -0.664
Cl 8.45902 2.13341 2.56818 -0.04 0.00 -0.01 0.688
C 6.01432 2.60458 1.52506 0.01 -0.07 0.02 -0.092
C 4.72078 2.23550 1.19155 -0.03 0.05 -0.01 -0.036
C -1.35631 -3.47987 -2.63278 0.01 0.10 0.00 0.030
C -2.58006 -3.31962 -2.06686 -0.02 0.04 0.01 0.026
N -2.26021 -0.09473 1.04066 0.03 -0.23 0.21 -0.055
H -2.74480 5.91974 4.19104 0.00 0.03 0.00 0.109
H -1.81463 4.35333 2.51282 0.01 0.00 -0.02 0.124
H -2.72648 1.06100 5.08173 0.01 -0.03 -0.01 0.129
H -3.65275 2.62847 6.75842 -0.01 -0.03 0.04 0.111
H -4.53194 1.45983 2.87717 0.00 0.02 0.02 0.119
H -5.54636 -0.39555 1.27226 -0.04 -0.02 -0.01 0.120
H -5.08096 -1.59127 -2.53443 0.02 0.01 -0.02 0.127
H -7.31436 -2.60115 -2.87827 -0.02 0.00 -0.04 0.110
H -7.19879 -4.20114 1.08207 -0.01 -0.02 0.03 0.110
H -4.97074 -3.18455 1.43227 0.02 0.00 0.01 0.128
H 1.87168 -4.91231 -1.96491 -0.01 -0.01 0.03 0.130
H 2.78764 -6.41158 -3.71115 0.01 -0.03 0.01 0.110
H 2.11344 -3.39002 -6.65589 0.00 0.00 -0.02 0.109
H 1.18412 -1.89485 -4.91239 -0.01 0.02 -0.01 0.123
H 3.79619 -2.30186 -2.40766 0.02 -0.03 -0.04 0.121
H 4.86279 -0.76532 -0.52025 0.05 0.03 0.00 0.117
H 2.86922 2.50480 3.27248 0.04 0.01 0.02 0.118
H 0.42252 3.13444 4.09332 -0.03 0.02 0.02 0.120
H 4.72022 -0.92965 2.37044 -0.02 -0.03 0.00 0.129
H 7.03396 -0.28809 2.96447 0.02 -0.02 0.02 0.112
H 6.38842 3.59283 1.30150 0.01 0.04 -0.01 0.107
H 4.07074 2.95075 0.70076 -0.01 0.00 -0.01 0.114
H -1.06145 -4.22367 -3.35244 0.02 -0.04 -0.03 0.121
H -3.45619 -3.92127 -2.23813 -0.04 0.01 0.00 0.121
S -0.62476 2.31730 -1.54904 0.05 -0.16 -0.06 0.593
C 0.97398 2.84018 -1.90023 -0.04 0.00 0.04 -0.701
N 1.17183 4.18100 -1.93084 -0.01 0.12 0.06 0.060
C 2.35174 4.79039 -2.19085 -0.02 -0.15 0.00 -0.040
C 3.45651 4.03619 -2.44922 -0.08 0.07 0.03 -0.034
C 3.31220 2.63972 -2.44602 0.10 0.02 -0.03 -0.017
C 2.10088 2.05102 -2.18919 -0.12 -0.04 0.03 -0.063
H 0.36137 4.75462 -1.72630 0.01 -0.04 -0.01 0.147
H 2.33661 5.86895 -2.17330 0.04 0.03 -0.02 0.139
H 4.40020 4.51624 -2.65409 0.03 -0.03 -0.01 0.120
H 4.16735 2.01085 -2.65628 0.02 0.00 0.00 0.127
H 1.99614 0.97599 -2.21055 -0.01 0.00 0.01 0.092
```
Positions in Å, forces in eV/Å.

Computed properties:
calculated total energy = -153280.062 eV
net charge = +1

# 2
Density functional theory data (ωB97M-V/def2-TZVPD) for a molecular structure, C49H33BrCl6O3P2Tl at a distorted geometry.

```
95
Properties=species:S:1:pos:R:3:forces:R:3:lowdin_charge:R:1
Tl -1.88534 -0.94090 0.13047 -0.74 -0.38 -0.22 0.735
Cl -1.42925 -1.22129 3.17051 -0.15 -0.05 0.36 0.775
C -0.65585 -2.71000 2.73578 0.04 -0.06 -0.17 -0.648
C 0.11317 -2.72911 1.57942 -0.09 -0.26 0.37 -0.256
C 0.64185 -3.95846 1.18937 -0.06 0.17 -0.06 -0.299
Cl -1.25442 -4.46514 -1.05090 0.03 -0.14 -0.03 0.634
C 0.50826 -5.08811 1.97670 -0.08 0.06 0.14 -0.612
Cl 1.27762 -6.57367 1.50947 0.04 -0.06 -0.07 0.701
C -0.21264 -5.03198 3.16666 0.05 0.03 0.00 -0.695
Cl -0.33993 -6.41815 4.18350 -0.01 -0.07 0.00 0.656
C -0.82754 -3.83516 3.53541 0.06 0.09 -0.04 -0.684
Cl -1.74125 -3.74636 4.99520 -0.04 -0.02 0.02 0.671
Cl -4.49421 -0.32950 -2.01926 -0.12 -0.03 0.03 0.675
C -3.83630 0.30499 -3.48817 0.31 0.19 -0.07 -0.644
C -4.50601 0.03271 -4.67456 -0.07 -0.04 -0.02 -0.116
C -4.03787 0.55708 -5.86484 -0.03 -0.01 0.02 -0.091
C -2.92002 1.37799 -5.86411 0.06 0.11 -0.08 -0.086
C -2.26001 1.64216 -4.67814 -0.09 0.00 0.02 -0.101
C -2.67868 1.08843 -3.46771 -0.03 -0.20 0.12 -0.353
P -1.71139 1.37929 -1.90263 -0.14 0.13 -0.60 1.061
C 0.00044 1.25357 -2.55275 -0.06 0.05 0.11 -0.361
C 0.33831 0.40844 -3.60945 0.00 0.15 -0.12 -0.117
C 1.65773 0.28910 -4.02147 -0.04 0.05 -0.12 -0.112
C 2.66201 0.98208 -3.36305 -0.02 0.03 -0.06 -0.066
C 2.34160 1.77605 -2.27105 -0.17 0.49 -0.80 -0.090
C 1.02430 1.90451 -1.86250 -0.25 -0.05 -0.36 -0.108
C -2.02206 3.18422 -1.79495 0.12 -0.04 0.15 -0.357
C -3.16189 3.55444 -1.08190 0.01 -0.09 0.08 -0.091
C -3.47626 4.89332 -0.91341 -0.05 0.06 -0.04 -0.068
C -2.65851 5.87406 -1.45574 0.00 -0.02 0.01 -0.095
C -1.53236 5.50905 -2.17983 0.04 0.08 -0.04 -0.094
C -1.21367 4.17048 -2.35409 -0.04 -0.02 0.05 -0.099
H -5.39066 -0.58883 -4.65311 0.00 0.00 0.03 0.100
H -4.55273 0.33529 -6.79056 -0.02 0.00 0.00 0.100
H -2.56393 1.81527 -6.78815 0.01 0.00 -0.01 0.100
H -1.38964 2.28583 -4.68054 0.02 -0.01 -0.03 0.107
H -0.43105 -0.16012 -4.11481 -0.01 0.01 -0.06 0.110
H 1.90106 -0.35369 -4.85919 0.00 -0.02 0.00 0.102
H 3.69110 0.88884 -3.68620 0.03 0.01 0.02 0.105
H 3.12462 2.29177 -1.73069 -0.67 0.07 -0.94 0.067
H 0.78130 2.50640 -0.99579 -0.04 0.06 -0.04 0.081
H -3.78268 2.79385 -0.62148 0.01 -0.01 0.07 0.088
H -4.35280 5.16425 -0.33952 0.00 -0.02 0.03 0.108
H -2.88943 6.92126 -1.30428 -0.01 0.00 -0.01 0.096
H -0.89144 6.27201 -2.60528 0.00 0.00 -0.01 0.096
H -0.32571 3.90088 -2.91112 0.03 -0.01 0.00 0.096
O 0.28554 -0.13850 0.54499 0.10 0.95 0.11 -0.530
P 1.32671 -1.19214 0.78766 1.11 -1.07 0.06 0.695
C 1.44655 -2.48144 -0.52611 0.22 -0.02 0.10 -0.227
C 1.42538 -2.08240 -1.80005 0.16 0.08 0.43 -0.056
C 1.26647 -3.05105 -2.87265 0.07 -0.08 -0.07 -0.064
C 0.88640 -4.30374 -2.61497 0.03 -0.04 -0.16 -0.131
C 0.54570 -4.72595 -1.22509 -0.04 0.17 0.12 -0.573
C 1.32292 -3.92972 -0.15852 -0.26 -0.06 -0.02 -0.285
C 2.91571 -0.32163 0.21884 -0.28 0.44 -0.02 -0.224
C 2.99600 1.06564 0.15558 0.15 -0.46 0.83 -0.108
C 4.16807 1.69797 -0.24008 0.83 -0.29 1.01 -0.139
C 5.28728 0.95103 -0.57489 -0.12 0.20 0.07 -0.097
C 5.22590 -0.43522 -0.50435 0.02 -0.15 0.02 -0.090
C 4.05614 -1.05806 -0.09935 0.08 0.02 -0.09 -0.085
C 2.00176 -1.32015 2.51353 -0.19 -0.02 -0.13 -0.246
C 1.55209 -0.33348 3.38547 0.11 0.08 -0.14 -0.105
C 1.79297 -0.43688 4.74863 0.04 -0.03 0.00 -0.077
C 2.51366 -1.51113 5.24535 0.02 0.06 0.05 -0.092
C 3.02273 -2.46425 4.37085 0.02 -0.06 0.00 -0.085
C 2.76509 -2.37336 3.01374 0.01 0.03 -0.08 -0.075
H 1.53708 -1.03024 -2.03908 0.00 -0.23 0.09 0.084
H 1.43459 -2.71898 -3.89010 -0.01 -0.06 -0.03 0.099
H 0.69864 -5.01567 -3.40874 0.02 0.02 -0.03 0.102
H 0.67855 -5.79269 -1.07161 0.02 0.04 0.00 0.071
H 2.32134 -4.39310 -0.11315 -0.02 0.03 -0.04 0.152
H 2.11098 1.64374 0.39852 0.14 -0.06 0.11 0.080
H 4.21501 2.78062 -0.28351 0.04 0.02 0.09 0.112
H 6.20250 1.44135 -0.88410 -0.01 0.01 -0.02 0.096
H 6.09722 -1.02479 -0.76582 -0.02 -0.02 0.02 0.095
H 4.02502 -2.14247 -0.05253 0.01 -0.01 -0.03 0.102
H 0.98624 0.49869 2.98334 -0.07 -0.01 0.06 0.070
H 1.38150 0.30452 5.42295 0.04 0.02 -0.01 0.091
H 2.68282 -1.60700 6.31074 0.00 -0.01 0.00 0.096
H 3.59292 -3.30154 4.75529 0.02 0.01 -0.01 0.099
H 3.13640 -3.14584 2.34913 -0.03 -0.04 0.00 0.109
Br -0.58351 2.83325 1.67435 -0.01 0.13 0.05 0.857
C -1.46575 2.18333 3.22722 -0.03 -0.01 0.00 -0.600
C -0.74954 2.16440 4.41464 -0.02 0.02 0.00 -0.162
C -1.36496 1.71761 5.57321 0.04 0.02 0.02 -0.105
C -2.69285 1.31833 5.54139 -0.01 0.00 0.05 -0.094
C -3.39782 1.35717 4.34976 0.02 0.01 0.05 -0.044
C -2.79303 1.77592 3.16879 -0.06 0.06 -0.23 -0.196
C -3.60181 1.74410 1.86955 0.19 -0.09 0.00 -0.686
O -4.63115 2.41821 1.81766 0.00 0.03 0.05 0.017
O -3.12013 0.99654 0.96683 -0.18 0.17 0.10 -0.279
H 0.27932 2.49914 4.42955 0.01 0.01 -0.02 0.096
H -0.80464 1.68925 6.49957 -0.01 0.00 0.01 0.098
H -3.17802 0.98502 6.45017 -0.01 -0.04 -0.02 0.098
H -4.43778 1.05842 4.31616 -0.01 0.02 -0.03 0.121
```
Positions in Å, forces in eV/Å.

Computed properties:
calculated total energy = -225942.461 eV
ΔE to the lowest compared entry with this formula, charge and spin = 1.6914 eV
net charge = -1

| no. | Kohn-Sham gap (Eh) | lowest unoccupied orbital energy (eV) |
| --- | --- | --- |
| 1 | 0.2097 | -3.976 |
| 2 | 0.2769 | 2.227 |